[1]
C46H58ClIrO4 | the ωB97M-V functional and the def2-TZVPD basis

Last column: Mulliken spin population.
Geometry (Å):
Ir 0.23 -0.24 -0.11  2.5873
C -1.07 0.03 3.60  0.0144
O -0.58 -0.01 2.25  0.0484
C 0.80 -0.03 2.12  -0.0176
C 1.51 1.20 2.15  0.1717
C 0.79 2.52 1.91  0.0073
C 0.86 2.99 0.47  0.0530
C 1.77 3.91 0.05  0.0409
C 1.80 4.40 -1.28  0.0561
C 0.87 3.90 -2.20  0.0417
C -0.11 3.00 -1.84  0.0926
C -1.20 2.63 -2.82  0.0282
C -1.88 1.27 -2.80  -0.0428
C -3.24 1.22 -3.01  0.0012
C -3.93 0.01 -3.14  0.0063
C -3.19 -1.16 -2.98  0.0175
C -1.82 -1.17 -2.75  -0.0569
C -1.14 -2.53 -2.71  -0.0231
C -0.05 -2.90 -1.71  0.2127
C 0.93 -3.78 -2.08  -0.0424
C 1.84 -4.35 -1.17  0.0881
C 1.77 -3.94 0.17  -0.0143
C 0.83 -3.04 0.60  0.2425
C 0.76 -2.58 2.05  0.0050
C 1.50 -1.26 2.23  0.0760
C 2.86 -1.23 2.43  -0.0457
C 3.57 -0.04 2.54  0.0300
C 2.87 1.16 2.37  -0.0463
C 5.06 0.01 2.84  0.0303
C 5.28 0.76 4.16  0.0124
C 5.67 -1.39 2.97  0.0042
C 5.77 0.75 1.70  0.0140
C -0.14 -2.51 -0.33  -0.1333
O -1.16 -1.80 0.10  0.2832
C 2.79 -5.43 -1.65  0.0295
C 3.59 -4.96 -2.87  0.0238
C 3.78 -5.85 -0.56  0.0055
C 1.94 -6.66 -2.03  0.0194
C -1.17 0.07 -2.70  0.1264
O 0.20 0.16 -2.48  0.0742
C 1.03 -0.13 -3.61  -0.0024
C -5.41 0.01 -3.47  0.0009
C -6.19 0.76 -2.38  0.0010
C -5.61 0.71 -4.83  0.0010
C -5.98 -1.41 -3.59  0.0003
C -0.12 2.50 -0.49  0.2398
O -0.98 1.62 -0.16  0.2922
C 2.82 5.47 -1.65  0.0517
C 2.59 6.69 -0.73  0.0321
C 2.69 5.92 -3.10  0.0075
C 4.23 4.91 -1.42  0.0307
H -0.24 0.09 4.31  0.0015
H -1.66 -0.86 3.80  0.0003
H -1.70 0.91 3.72  -0.0006
H 1.25 3.28 2.54  0.0137
H -0.26 2.41 2.18  0.0165
H 2.48 4.29 0.77  -0.0049
H 0.89 4.25 -3.22  0.0040
H -0.81 2.80 -3.83  0.0024
H -1.99 3.37 -2.68  0.0149
H -3.79 2.15 -3.08  0.0025
H -3.70 -2.12 -3.04  -0.0019
H -0.74 -2.74 -3.71  -0.0006
H -1.94 -3.25 -2.55  0.0125
H 0.99 -4.08 -3.12  -0.0031
H 2.48 -4.33 0.88  -0.0068
H 1.23 -3.33 2.68  0.0115
H -0.28 -2.47 2.33  0.0067
H 3.39 -2.18 2.50  -0.0001
H 3.41 2.10 2.38  -0.0001
H 4.76 0.25 4.98  -0.0007
H 4.91 1.78 4.11  -0.0007
H 6.34 0.79 4.40  0.0012
H 5.21 -1.95 3.79  -0.0002
H 6.73 -1.29 3.19  -0.0002
H 5.57 -1.96 2.04  -0.0001
H 5.48 1.79 1.64  -0.0006
H 5.55 0.28 0.74  -0.0011
H 6.85 0.71 1.86  0.0005
H 4.16 -4.06 -2.64  -0.0031
H 2.94 -4.75 -3.72  -0.0008
H 4.29 -5.74 -3.17  0.0006
H 4.40 -5.01 -0.24  -0.0008
H 4.45 -6.62 -0.96  0.0001
H 3.27 -6.28 0.31  -0.0008
H 1.25 -6.43 -2.84  -0.0026
H 1.36 -7.01 -1.17  -0.0010
H 2.59 -7.47 -2.36  0.0021
H 0.90 0.65 -4.36  0.0004
H 0.80 -1.10 -4.04  0.0006
H 2.05 -0.12 -3.24  0.0027
H -5.90 1.80 -2.32  -0.0001
H -6.03 0.29 -1.41  0.0000
H -7.26 0.72 -2.61  0.0001
H -5.26 1.75 -4.80  -0.0002
H -6.67 0.72 -5.09  0.0001
H -5.06 0.19 -5.61  0.0000
H -5.93 -1.94 -2.64  0.0000
H -5.47 -1.99 -4.36  -0.0001
H -7.03 -1.34 -3.88  0.0000
H 1.57 7.05 -0.82  -0.0016
H 3.27 7.49 -1.03  0.0022
H 2.79 6.45 0.31  -0.0010
H 1.70 6.32 -3.31  -0.0012
H 2.90 5.11 -3.80  -0.0001
H 3.41 6.72 -3.29  -0.0002
H 4.39 4.63 -0.38  -0.0020
H 4.97 5.67 -1.69  0.0033
H 4.41 4.03 -2.04  -0.0013
Cl 2.55 -0.11 -0.68  0.2617

The calculation puts the total energy at -72186.80292 eV. Its charge is +1. The largest force on an atom is 1.249 eV Å⁻¹. Its highest occupied orbital energy (spin up / spin down) is -9.8 / -11.0 eV. The multiplicity is 6. Its expectation value of S² is 8.838.

[2]
C46H58CsGeN4O3S2 | the ωB97M-V functional and the def2-TZVPD basis

Last column: Mulliken spin population.
Geometry (Å):
Cs -0.86 -0.13 0.56  -0.0004
C 0.86 -4.18 -0.64  0.1622
C 0.90 -3.71 -1.95  0.1755
C -0.48 -3.41 -2.31  0.1875
C -1.27 -3.74 -1.21  0.0192
C -0.47 -4.21 -0.17  -0.0815
C -0.93 -4.80 1.14  0.1680
C -2.31 -4.27 1.54  0.0261
C -1.02 -6.33 0.96  0.0456
C 0.05 -4.48 2.27  0.0328
C -1.19 -2.95 -3.58  0.1478
C -0.39 -2.01 -4.49  0.0286
C -2.47 -2.18 -3.22  0.0014
C -1.61 -4.20 -4.38  0.0454
C 2.20 -3.68 -2.73  0.0101
C 3.36 -4.24 -1.88  0.0000
C 2.64 -2.25 -3.10  0.0218
C 2.12 -4.57 -3.97  0.0293
H 1.70 -4.50 -0.06  0.0019
H -2.34 -3.67 -1.17  0.0147
H -3.07 -4.54 0.80  0.0012
H -2.29 -3.18 1.62  -0.0096
H -2.60 -4.69 2.50  -0.0011
H -1.74 -6.57 0.17  -0.0037
H -1.34 -6.81 1.88  0.0033
H -0.05 -6.73 0.67  -0.0023
H 0.16 -3.41 2.38  -0.0111
H 1.03 -4.91 2.06  0.0001
H -0.30 -4.90 3.21  0.0006
H -0.05 -1.14 -3.92  -0.0185
H -1.03 -1.66 -5.30  -0.0004
H 0.46 -2.50 -4.95  0.0026
H -2.27 -1.41 -2.48  0.0111
H -3.24 -2.83 -2.83  0.0016
H -2.88 -1.70 -4.11  -0.0016
H -0.74 -4.77 -4.71  -0.0029
H -2.19 -3.91 -5.26  0.0028
H -2.22 -4.84 -3.76  -0.0036
H 3.52 -3.62 -1.00  0.0002
H 4.28 -4.24 -2.46  -0.0001
H 3.16 -5.26 -1.56  0.0002
H 2.57 -1.61 -2.22  -0.0026
H 2.02 -1.81 -3.87  -0.0029
H 3.67 -2.25 -3.46  0.0004
H 1.84 -5.58 -3.67  -0.0018
H 3.08 -4.62 -4.49  0.0002
H 1.38 -4.21 -4.68  -0.0006
N 0.43 2.52 0.99  0.0001
C -0.61 3.27 1.68  0.0000
C -1.96 2.99 1.01  0.0003
O -2.34 3.76 0.10  0.0000
N -2.60 1.96 1.52  0.0002
C -3.87 1.65 1.00  -0.0001
C -3.91 0.36 0.05  -0.0008
O -4.93 -0.30 0.16  -0.0001
O -2.94 0.21 -0.69  0.0029
H 1.34 2.80 1.33  0.0000
H 0.39 2.74 0.00  -0.0001
H -0.45 4.36 1.64  0.0000
H -0.63 2.95 2.72  0.0000
H -4.28 2.45 0.38  0.0001
H -4.56 1.41 1.82  0.0000
C -2.08 2.60 -2.60  0.0000
C -0.67 2.72 -2.93  0.0002
N 0.31 2.09 -2.41  0.0001
C 1.53 2.47 -2.88  0.0016
C 1.49 3.45 -3.83  -0.0007
S -0.13 3.91 -4.15  0.0000
C 2.73 1.86 -2.34  -0.0013
C 4.01 2.04 -2.78  -0.0001
S 5.12 1.14 -1.83  0.0000
C 3.75 0.57 -0.87  0.0002
N 2.63 1.02 -1.27  0.0011
C 3.95 -0.35 0.27  0.0018
H -2.36 1.57 -2.43  0.0001
H -2.71 3.06 -3.37  0.0000
H -2.26 3.11 -1.64  0.0000
H 2.30 3.92 -4.35  0.0000
H 4.36 2.64 -3.60  0.0000
H 4.94 -0.79 0.25  -0.0001
H 3.18 -1.12 0.25  -0.0018
H 3.82 0.20 1.21  -0.0004
C 1.71 -2.29 4.64  0.0008
Ge 1.25 -0.62 3.50  -0.0008
C 2.95 0.42 3.89  -0.0008
C 4.21 -0.17 3.92  0.0001
C 5.37 0.58 4.05  -0.0001
C 5.29 1.96 4.14  0.0000
C 4.05 2.58 4.09  0.0000
C 2.91 1.81 3.96  0.0001
C 0.05 0.29 4.88  -0.0004
C -1.15 0.72 4.36  -0.0019
C -2.20 1.20 5.15  -0.0001
C -2.09 1.20 6.51  0.0001
C -0.89 0.79 7.11  -0.0001
C -0.74 0.79 8.51  0.0000
C 0.45 0.45 9.09  0.0000
C 1.55 0.12 8.29  0.0000
C 1.43 0.09 6.93  0.0004
C 0.21 0.39 6.29  0.0006
H 2.42 -2.12 5.43  0.0001
H 2.10 -3.08 4.00  0.0002
H 0.79 -2.67 5.09  -0.0003
H 4.29 -1.25 3.84  0.0000
H 6.34 0.09 4.08  0.0000
H 6.20 2.55 4.25  0.0000
H 3.98 3.66 4.15  0.0000
H 1.94 2.30 3.92  0.0000
H -1.31 0.68 3.29  0.0013
H -3.10 1.55 4.65  0.0000
H -2.92 1.51 7.14  0.0000
H -1.59 1.07 9.12  0.0000
H 0.55 0.44 10.17  0.0000
H 2.50 -0.10 8.76  0.0000
H 2.27 -0.13 6.30  0.0002

The calculation puts the total energy at -139481.57728 eV. Its charge is -2. The largest force on an atom is 3.200 eV Å⁻¹. Its highest occupied orbital energy (spin up / spin down) is -1.6 / -1.6 eV. The multiplicity is 2. Its expectation value of S² is 0.765.

[3]
C46H59AsCl3GeNO2RbSSe | the ωB97M-V functional and the def2-TZVPD basis

Last column: Mulliken spin population.
Geometry (Å):
Rb -0.49 0.55 -0.29  0.0238
C 3.84 6.69 2.19  0.0178
C 3.92 5.51 3.17  0.0083
C 3.77 6.04 4.61  0.0165
C 5.30 4.87 3.04  0.0022
C 2.80 4.53 2.87  0.1230
C 3.05 3.23 2.49  -0.0587
C 1.98 2.37 2.25  0.1357
Se 2.16 0.57 1.78  0.2750
C 3.76 0.68 0.75  0.0042
C 5.05 0.68 1.24  -0.0138
C 6.12 0.80 0.36  0.0052
C 5.80 0.85 -1.01  0.0014
C 4.52 0.84 -1.54  -0.0010
C 3.41 0.80 -0.63  0.0064
O 2.17 0.84 -0.94  -0.0055
C 4.27 0.85 -3.05  0.0030
C 3.42 -0.37 -3.42  0.0000
C 5.57 0.79 -3.85  -0.0002
C 3.54 2.14 -3.44  0.0009
C 7.57 0.89 0.81  -0.0010
C 7.70 0.79 2.33  -0.0004
C 8.41 -0.24 0.19  0.0000
C 8.15 2.25 0.37  0.0000
C 0.60 2.77 2.36  0.0962
O -0.28 1.93 2.06  0.2676
C 0.36 4.15 2.76  0.1050
C 1.45 4.95 2.99  0.0026
C -1.07 4.68 2.85  0.0075
C -1.73 4.58 1.47  0.0125
C -1.87 3.87 3.88  0.0085
C -1.10 6.15 3.29  -0.0022
H 4.63 7.42 2.41  0.0014
H 2.87 7.20 2.26  -0.0012
H 3.96 6.34 1.17  -0.0014
H 4.59 6.71 4.86  0.0009
H 3.77 5.21 5.32  -0.0011
H 2.83 6.58 4.74  -0.0013
H 6.07 5.60 3.27  0.0000
H 5.47 4.51 2.02  0.0011
H 5.41 4.02 3.72  0.0005
H 4.05 2.85 2.36  -0.0240
H 5.21 0.57 2.31  -0.0040
H 6.63 0.92 -1.71  -0.0001
H 3.94 -1.29 -3.17  0.0001
H 3.20 -0.37 -4.49  -0.0001
H 2.47 -0.34 -2.88  0.0003
H 6.15 -0.11 -3.62  0.0000
H 6.20 1.67 -3.67  0.0000
H 5.33 0.78 -4.92  0.0001
H 2.60 2.20 -2.89  -0.0003
H 3.31 2.16 -4.51  0.0000
H 4.14 3.02 -3.19  0.0000
H 7.33 -0.17 2.69  0.0000
H 7.16 1.60 2.83  0.0001
H 8.76 0.87 2.62  0.0000
H 8.01 -1.21 0.49  0.0000
H 9.45 -0.17 0.50  0.0000
H 8.38 -0.19 -0.90  0.0000
H 7.58 3.06 0.81  0.0000
H 8.11 2.35 -0.72  0.0000
H 9.20 2.35 0.68  0.0000
H 1.27 5.98 3.27  -0.0028
H -1.80 3.54 1.16  -0.0058
H -1.15 5.12 0.71  -0.0033
H -2.74 5.00 1.49  0.0007
H -1.91 2.82 3.59  -0.0020
H -2.90 4.25 3.94  0.0008
H -1.42 3.95 4.87  -0.0030
H -0.60 6.79 2.56  0.0006
H -0.64 6.29 4.27  0.0009
H -2.14 6.48 3.36  0.0003
S -3.20 -3.08 2.62  0.0000
C -1.62 -3.69 2.34  0.0001
C -1.00 -3.09 1.28  -0.0001
C -1.77 -2.08 0.62  0.0000
C -2.98 -1.95 1.22  0.0006
C -4.05 -1.02 0.90  -0.0006
C -5.36 -1.18 1.39  0.0001
C -6.34 -0.27 1.04  0.0000
C -6.01 0.79 0.20  0.0000
C -4.69 0.87 -0.24  -0.0003
N -3.75 0.00 0.08  0.0006
H -1.24 -4.46 3.00  0.0000
H 0.00 -3.38 0.98  -0.0001
H -5.59 -2.02 2.04  0.0000
H -7.35 -0.39 1.40  0.0000
H -6.74 1.52 -0.10  0.0000
H -4.38 1.68 -0.89  -0.0001
C -1.83 -3.58 -2.18  0.0000
As -1.25 -1.71 -2.45  0.0003
C -0.52 -2.12 -4.25  0.0001
C -3.03 -0.95 -2.96  0.0001
C -3.60 -1.48 -4.22  0.0000
C -3.31 -0.87 -5.45  0.0001
C -3.80 -1.39 -6.64  0.0000
C -4.59 -2.53 -6.64  0.0000
C -4.89 -3.14 -5.43  -0.0001
C -4.41 -2.62 -4.24  0.0000
H -2.24 -4.00 -3.10  0.0000
H -2.57 -3.62 -1.38  0.0000
H -0.97 -4.16 -1.86  0.0000
H -1.27 -2.58 -4.90  0.0000
H 0.31 -2.82 -4.12  0.0000
H -0.14 -1.22 -4.72  0.0000
H -2.89 0.13 -3.01  0.0001
H -3.66 -1.19 -2.11  0.0000
H -2.68 0.01 -5.45  0.0000
H -3.56 -0.90 -7.58  0.0000
H -4.96 -2.94 -7.57  0.0000
H -5.52 -4.03 -5.41  0.0000
H -4.66 -3.10 -3.30  0.0000
Cl 0.21 4.80 -3.66  0.0001
Ge 0.02 2.99 -2.19  0.0013
Cl -2.27 3.16 -1.82  0.0000
Cl -0.32 1.35 -3.79  -0.0005

The calculation puts the total energy at -286009.03585 eV. Its charge is -2. The largest force on an atom is 0.974 eV Å⁻¹. Its highest occupied orbital energy (spin up / spin down) is -1.9 / -1.9 eV. The multiplicity is 2. Its expectation value of S² is 0.776.

[4]
C46H59N5O2SeV | the ωB97M-V functional and the def2-TZVPD basis

Last column: Mulliken spin population.
Geometry (Å):
V -0.14 2.59 0.30  1.1653
C -1.80 0.23 -3.36  -0.0028
C -2.47 1.44 -2.69  -0.0011
C -3.60 2.01 -3.55  -0.0011
C -2.95 1.05 -1.32  0.0048
C -3.88 0.04 -1.13  0.0000
C -4.34 -0.27 0.14  -0.0087
C -3.85 0.39 1.26  0.0026
C -2.91 1.39 1.12  -0.0504
C -2.42 2.25 2.28  0.0278
C -2.16 1.45 3.55  -0.0053
C -3.45 3.35 2.54  0.0035
C -2.50 1.74 -0.18  0.0045
N -1.75 2.91 -0.31  -0.0844
C -2.34 4.08 -0.68  0.0131
O -3.44 4.26 -1.13  -0.0008
C -1.30 5.13 -0.39  0.0362
C -1.39 6.50 -0.57  -0.0096
C -0.28 7.28 -0.27  0.0158
C 0.89 6.67 0.18  -0.0088
C 0.89 5.29 0.34  0.0287
N -0.19 4.56 0.07  -0.0334
C 2.02 4.39 0.73  0.0118
O 3.16 4.72 0.97  0.0024
N 1.49 3.13 0.72  -0.0644
C 2.25 1.97 0.69  0.0280
C 2.49 1.25 1.88  -0.0439
C 3.38 0.19 1.83  0.0038
C 3.98 -0.17 0.63  -0.0125
C 3.71 0.52 -0.54  -0.0034
C 2.85 1.60 -0.54  -0.0041
C 2.51 2.41 -1.78  -0.0155
C 1.06 2.16 -2.20  -0.0947
C 3.40 2.12 -3.00  0.0000
C 1.83 1.71 3.16  0.0215
C 1.48 0.55 4.09  -0.0070
C 2.73 2.73 3.87  -0.0021
H -1.25 0.54 -4.25  -0.0002
H -2.55 -0.49 -3.67  0.0000
H -1.11 -0.25 -2.67  0.0002
H -1.71 2.24 -2.58  -0.0014
H -4.40 1.28 -3.68  -0.0001
H -3.21 2.27 -4.53  -0.0001
H -4.01 2.90 -3.09  0.0003
H -4.28 -0.49 -1.98  -0.0005
H -5.09 -1.03 0.27  0.0004
H -4.24 0.14 2.24  -0.0005
H -1.43 2.73 1.97  0.0251
H -3.08 1.01 3.93  0.0007
H -1.76 2.10 4.33  -0.0007
H -1.44 0.65 3.36  0.0050
H -4.42 2.90 2.71  0.0001
H -3.53 4.03 1.70  -0.0014
H -3.18 3.93 3.43  -0.0003
H -2.31 6.93 -0.94  0.0003
H -0.31 8.35 -0.41  -0.0003
H 1.78 7.23 0.39  0.0003
H 3.62 -0.36 2.72  -0.0014
H 4.68 -0.99 0.61  0.0007
H 4.21 0.22 -1.45  -0.0004
H 2.63 3.48 -1.54  -0.0005
H 0.96 1.16 -2.62  0.0041
H 0.73 2.89 -2.94  -0.0026
H 0.37 2.20 -1.31  0.0263
H 3.29 1.08 -3.32  0.0001
H 4.44 2.32 -2.77  -0.0002
H 3.10 2.76 -3.82  -0.0001
H 0.89 2.23 2.89  -0.0001
H 2.37 0.07 4.48  0.0000
H 0.89 -0.19 3.57  0.0026
H 0.90 0.92 4.93  -0.0003
H 3.64 2.25 4.22  0.0002
H 2.21 3.14 4.74  -0.0002
H 3.01 3.54 3.21  0.0000
C -2.29 -2.94 1.93  -0.0002
C -1.31 -2.32 2.92  0.0030
C -0.11 -3.21 3.24  -0.0002
C 1.06 -3.09 2.25  0.0012
N 0.76 -3.63 0.94  0.0000
C 0.52 -2.93 -0.19  0.0043
Se 0.44 -1.09 -0.30  0.0212
N 0.32 -3.78 -1.21  0.0015
C 0.10 -3.40 -2.58  0.0004
C 1.41 -3.08 -3.31  0.0002
C 2.30 -4.29 -3.57  0.0000
C 1.81 -5.12 -4.76  0.0000
C 0.44 -5.06 -0.74  0.0001
C 0.32 -6.30 -1.37  0.0000
C 0.48 -7.42 -0.59  -0.0001
C 0.75 -7.33 0.78  0.0000
C 0.88 -6.11 1.41  0.0001
C 0.71 -4.97 0.64  0.0000
H -3.10 -2.24 1.72  -0.0001
H -2.73 -3.84 2.35  0.0000
H -1.80 -3.19 0.99  0.0002
H -1.84 -2.11 3.85  0.0001
H -0.96 -1.36 2.52  -0.0021
H -0.44 -4.25 3.28  0.0000
H 0.29 -2.95 4.22  0.0000
H 1.93 -3.63 2.63  0.0001
H 1.33 -2.04 2.11  -0.0008
H -0.56 -2.52 -2.59  -0.0001
H -0.43 -4.21 -3.08  0.0001
H 1.95 -2.34 -2.71  0.0001
H 1.16 -2.62 -4.27  0.0000
H 2.37 -4.92 -2.68  0.0000
H 3.30 -3.94 -3.80  0.0000
H 0.83 -5.56 -4.57  0.0000
H 2.51 -5.92 -4.97  0.0000
H 1.73 -4.49 -5.65  0.0000
H 0.13 -6.37 -2.43  0.0000
H 0.39 -8.39 -1.05  0.0000
H 0.87 -8.24 1.34  0.0000
H 1.11 -6.06 2.47  0.0000

The calculation puts the total energy at -151226.67033 eV. Its charge is +2. The largest force on an atom is 3.128 eV Å⁻¹. Its highest occupied orbital energy (spin up / spin down) is -11.9 / -11.9 eV. The multiplicity is 2. Its expectation value of S² is 0.781.